Formula: C18H44BN6O4
Source: OMol25
Level of theory: wB97M-V/def2-TZVPD

Calculated values
Maximum force ... 4.5 eV Å⁻¹
HOMO ... -0.396 Ha
DFT total energy ... -1366.18143 hartree
Charge ... +1
2S+1 ... 1

Structure (XYZ):
```
73
Properties=species:S:1:pos:R:3:forces:R:3
C -0.1866 -0.6747 0.4222 0.17 -0.02 -0.16
C -0.8457 -0.4415 -0.8252 1.15 0.19 0.62
N -1.2348 -1.5687 -1.6824 -3.15 0.98 1.32
C -2.4926 -1.6500 -2.1246 -4.31 -0.35 -1.11
N -3.0604 -2.7010 -2.9727 2.03 3.13 2.17
C -4.0824 -1.9432 -3.7802 1.13 0.37 -3.74
C -3.2082 -1.4744 -5.0575 -0.98 0.99 0.00
C -4.6543 -0.7694 -2.8488 -0.62 -3.04 -0.38
C -5.1330 0.5621 -3.5591 0.62 0.42 -0.45
C -4.9216 1.8991 -2.7199 -0.75 0.17 -0.03
N -5.5512 1.9282 -1.3815 0.49 -0.10 -0.65
B -5.8217 -1.5783 -2.0049 -1.66 -0.45 1.58
O -6.6985 -0.8508 -1.1116 0.74 -0.84 -2.40
O -6.0038 -2.9826 -2.0621 0.38 2.14 -0.37
C -7.2801 -3.3517 -2.6518 -0.70 -1.46 -0.20
C -8.4960 -3.3515 -1.6343 0.16 1.35 -0.14
N -3.5436 -0.7450 -1.8558 3.23 0.08 -0.39
H -0.7366 -0.9569 1.3768 0.78 -1.81 -1.75
H 0.9508 -0.5600 0.5313 -1.75 1.89 0.18
H -1.1592 0.6129 -1.1435 1.78 -1.53 -0.74
H -0.6041 -2.3185 -1.9642 0.10 0.48 0.70
H -2.2138 -2.9676 -3.4936 -1.04 -0.61 -0.46
H -4.8734 -2.5643 -4.3048 0.82 0.29 1.63
H -2.5423 -0.6145 -4.7458 -0.45 -0.95 -0.51
H -2.6083 -2.3218 -5.4999 -0.62 0.82 0.69
H -3.8892 -1.1122 -5.8936 0.87 -0.32 1.05
H -4.6023 0.7206 -4.5555 -0.51 -0.37 1.25
H -6.2336 0.4631 -3.8353 1.28 0.02 0.52
H -3.8304 2.1530 -2.5800 -1.04 -0.35 -0.38
H -5.4061 2.7414 -3.3110 0.87 -1.03 0.57
H -6.5707 1.8657 -1.4311 0.58 -0.05 0.14
H -5.1777 1.1919 -0.7808 -0.59 0.28 -0.13
H -7.1774 -0.2492 -1.7179 0.26 0.14 0.87
H -7.4342 -2.7009 -3.5652 -0.21 -0.65 0.96
H -7.1491 -4.4156 -3.0308 0.05 1.38 0.40
H -9.0863 -2.3964 -1.8104 0.51 -1.22 0.38
H -8.0970 -3.2862 -0.5819 -0.41 -0.26 -1.15
H -9.1948 -4.2245 -1.7373 0.90 0.79 -0.06
H -3.3086 0.1589 -1.4476 0.04 -0.44 0.10
C 4.4500 1.2750 -0.0352 -0.14 0.21 0.03
C 4.2849 -0.0044 0.7793 0.29 0.11 -0.24
C 5.6182 -0.5995 1.2677 -0.06 -0.27 0.08
O 6.3517 -1.2917 0.2633 -0.06 0.27 0.12
C 7.1383 -0.4589 -0.5718 -0.02 -0.32 -0.16
N 3.5168 -0.9773 -0.0113 -0.19 -0.21 0.16
H 4.8114 1.0839 -1.0469 0.03 -0.06 0.07
H 3.4902 1.7894 -0.1326 0.05 -0.07 0.00
H 5.1458 1.9626 0.4521 -0.01 -0.05 -0.03
H 3.6989 0.2531 1.6685 0.09 -0.13 0.02
H 5.3908 -1.3493 2.0313 0.05 0.00 -0.06
H 6.2414 0.1553 1.7530 -0.06 0.00 -0.12
H 7.5504 0.3963 -0.0288 -0.08 0.03 0.01
H 6.5524 -0.1184 -1.4285 0.10 0.21 -0.01
H 7.9670 -1.0555 -0.9568 -0.05 -0.02 0.09
H 3.3317 -1.7934 0.5690 0.04 0.05 0.00
H 4.1378 -1.3349 -0.7363 -0.09 0.10 0.01
C 4.8493 1.0131 5.9492 0.04 -0.22 0.15
C 5.8666 1.8096 5.1380 -0.38 0.10 0.06
C 5.8257 3.3244 5.4167 0.25 0.03 -0.22
O 4.7432 4.0049 4.7946 0.11 -0.10 0.35
C 3.5183 3.9377 5.5051 -0.08 0.11 -0.32
N 5.6726 1.5169 3.7122 0.08 0.24 0.01
H 3.8322 1.1226 5.5689 0.06 0.08 -0.02
H 5.0886 -0.0526 5.9147 0.00 0.09 -0.05
H 4.8572 1.3203 6.9980 -0.02 0.00 -0.06
H 6.8608 1.4526 5.4279 -0.01 0.11 -0.07
H 6.7313 3.7680 4.9917 -0.09 0.02 -0.06
H 5.8514 3.5371 6.4920 -0.13 -0.08 0.03
H 3.6700 3.9434 6.5879 0.03 -0.08 -0.01
H 2.9541 3.0517 5.2053 -0.08 -0.05 0.21
H 2.9246 4.8128 5.2349 0.11 0.00 0.00
H 6.4099 1.9781 3.1824 0.02 -0.08 0.04
H 4.8254 2.0021 3.4169 0.04 -0.07 0.07
```
Forces are in eV/Å.

Formula: C18H44N4O2
Source: OMol25
Level of theory: wB97M-V/def2-TZVPD

Calculated values
Maximum force ... 3.8 eV Å⁻¹
HOMO ... -0.292 Ha
DFT total energy ... -1081.61490 hartree
Structure (SMILES) ... CCN(CC)CC.CCN(CC)CC.CN(C)C=O.CN(C)C=O
2S+1 ... 1

Structure (XYZ):
```
68
Properties=species:S:1:pos:R:3:forces:R:3
C 2.4414 -0.2181 0.5489 0.67 1.63 -0.57
C 2.5211 0.7654 -0.7025 -2.53 -2.79 0.59
N 1.3009 0.3898 -1.5461 2.24 0.67 0.48
C 0.0289 0.7877 -1.0312 -1.29 -1.78 0.34
C -1.0393 -0.2589 -1.4713 0.18 -0.40 -0.38
C 1.4576 0.9573 -2.8386 -1.63 -0.12 -1.39
C 2.2517 0.1209 -3.7577 1.23 -0.16 -1.05
H 3.4009 -0.2738 1.0631 0.09 0.10 0.01
H 2.2059 -1.2228 0.1981 -0.26 0.20 0.02
H 1.7283 0.1791 1.2713 -0.14 -0.40 0.00
H 2.3953 1.8300 -0.5051 0.84 0.09 0.36
H 3.3953 0.4284 -1.2594 -0.01 0.76 -0.14
H 0.0417 0.6204 0.0458 -0.05 0.86 0.13
H -0.2823 1.7770 -1.3666 0.07 0.41 0.49
H -2.0449 -0.0400 -1.1123 0.11 -0.03 0.39
H -1.1782 -0.4868 -2.5281 0.32 0.89 -0.48
H -0.6855 -1.2438 -1.1666 -0.19 0.03 0.75
H 1.8435 1.9718 -2.9390 0.33 0.50 0.79
H 0.4442 1.0646 -3.2252 -0.11 -0.09 -0.39
H 3.2613 0.0858 -3.3486 0.21 -0.41 -0.23
H 2.3325 0.6402 -4.7127 0.11 0.00 -0.17
H 1.9013 -0.8866 -3.9819 -0.20 0.03 0.44
C -6.2770 7.5054 4.9070 0.77 -0.71 -0.30
C -6.5216 5.9671 4.7423 0.24 0.98 0.70
N -5.5461 5.1370 5.4185 2.25 0.38 0.34
C -5.2198 5.3855 6.8193 -0.48 0.58 -1.12
C -6.2627 4.8720 7.8159 0.85 -0.02 0.11
C -5.5730 3.7149 5.1997 -1.28 -0.41 -0.32
C -5.2950 3.2360 3.7934 -0.16 0.69 -0.20
H -5.2119 7.6422 4.7197 0.05 0.32 -0.40
H -6.4284 8.0094 5.8616 -0.43 -0.65 0.30
H -6.8795 8.0482 4.1787 0.14 -0.06 -0.12
H -7.5550 5.8026 5.0472 -0.43 -0.55 0.02
H -6.4103 5.7564 3.6786 -0.33 0.06 0.01
H -4.2332 4.9669 7.0184 -0.06 -0.41 0.05
H -5.0175 6.4555 6.8661 -0.47 0.18 0.58
H -5.8413 5.1768 8.7738 -0.79 0.13 0.39
H -7.2803 5.1976 7.5999 0.14 0.50 0.29
H -6.3262 3.7844 7.8483 0.27 -0.08 -0.17
H -6.5993 3.4763 5.4790 -0.34 -1.13 -0.03
H -4.9062 3.1518 5.8526 0.02 0.51 0.42
H -4.2288 3.2453 3.5671 0.00 0.01 0.00
H -5.7888 3.9538 3.1383 0.03 -0.41 -0.48
H -5.6951 2.2338 3.6394 0.01 0.07 -0.09
C 1.5651 -6.6743 -1.4460 -2.06 0.47 -0.16
O 2.6075 -6.2485 -1.8199 2.22 0.47 -0.56
N 0.4111 -6.5550 -2.1783 -1.99 -0.83 -0.48
C 0.3452 -5.9870 -3.5158 1.63 0.34 -0.16
C -0.8638 -7.1393 -1.6868 1.02 1.10 0.85
H 1.4287 -7.0722 -0.4285 -0.27 -0.33 -0.09
H -0.0054 -6.6862 -4.2749 -0.29 -0.09 0.23
H 1.3553 -5.7041 -3.8122 0.20 -0.27 0.05
H -0.1680 -5.0281 -3.5885 -0.62 -0.21 0.38
H -0.7204 -7.0266 -0.6122 -0.57 -0.83 0.23
H -1.7335 -6.5205 -1.9073 0.27 0.31 -0.33
H -1.1169 -8.1478 -2.0140 0.48 -0.12 0.03
C 7.3684 -3.1304 -6.3121 0.09 -1.79 -0.73
O 7.8304 -3.1747 -7.4327 0.39 0.76 -0.26
N 8.0724 -3.3777 -5.1852 0.67 -0.55 -0.98
C 7.4699 -3.5365 -3.9224 -0.68 1.11 1.09
C 9.5226 -3.4577 -5.1329 0.27 -0.31 -0.82
H 6.2721 -3.1276 -6.2102 0.01 0.44 0.64
H 6.3826 -3.4675 -3.9568 0.03 0.33 -0.19
H 7.9090 -2.6751 -3.4190 -0.58 -0.18 1.33
H 7.6595 -4.4595 -3.3744 0.53 -0.15 -0.32
H 9.8658 -4.4556 -4.8597 -0.26 -0.18 0.25
H 9.9793 -3.2900 -6.1083 -0.35 0.33 -0.01
H 9.9384 -2.7650 -4.4013 -0.14 0.19 0.01
```
Forces are in eV/Å.

Formula: C18H44N5O3P2S3
Source: OMol25
Level of theory: wB97M-V/def2-TZVPD

Calculated values
Maximum force ... 3.5 eV Å⁻¹
HOMO ... -0.391 Ha
DFT total energy ... -3088.47255 hartree
Charge ... +1
2S+1 ... 1

Structure (XYZ):
```
75
Properties=species:S:1:pos:R:3:forces:R:3
C 0.5573 -2.2303 -0.8776 -0.15 1.23 -1.14
C 0.8677 -1.0613 -0.6670 0.04 0.26 -0.11
C 1.2278 0.4755 -0.5509 -0.42 -1.82 -0.33
C 0.6983 1.1694 -1.8947 1.28 0.09 -0.28
C 0.0426 2.6021 -1.6736 -0.28 -1.05 1.89
C -1.3474 2.8667 -2.4135 1.96 2.93 -0.11
P -2.3431 4.2696 -1.6006 -2.48 0.56 -1.66
N -3.5546 4.7581 -2.5366 1.39 -0.95 0.37
C -0.8629 3.4704 -3.8282 -0.32 -1.75 -0.79
N -0.6881 2.1709 -4.5610 -2.14 0.07 0.50
C -1.8456 1.4158 -4.1117 2.63 0.68 -0.20
N -2.3254 0.6100 -5.0355 -1.61 -0.22 2.21
C -3.5398 -0.2052 -4.7814 -0.93 -1.94 -1.29
C -3.2205 -1.6593 -4.1420 0.80 0.76 0.06
N -3.6916 -2.7708 -5.0247 0.83 1.04 0.84
N -2.2581 1.7566 -2.7877 1.46 0.43 -2.46
P -2.6553 0.4804 -1.6183 -0.99 -2.71 0.48
C -4.5619 0.3026 -1.5603 -0.24 1.69 0.62
C -2.2035 0.9142 0.1551 -0.23 0.24 0.56
H 0.1869 -3.1354 -1.4301 0.73 1.27 1.42
H 2.3537 0.5508 -0.4230 -1.52 0.06 -0.24
H 0.7714 0.9104 0.3840 0.56 -0.55 -1.17
H 0.0589 0.4205 -2.4455 0.38 0.97 0.69
H 1.6253 1.3248 -2.5481 -1.25 -0.29 0.68
H -0.1576 2.6924 -0.5503 0.38 -0.13 -1.40
H 0.8182 3.4059 -1.8890 -1.33 -0.89 0.05
H -1.4442 5.3595 -1.3341 0.05 -0.92 0.34
H -2.9570 3.8615 -0.3615 1.18 0.09 -0.18
H -3.5579 4.1900 -3.3916 -0.30 0.44 0.26
H -1.6955 3.9680 -4.4238 1.32 0.07 1.11
H 0.1617 3.9337 -3.8651 -1.56 0.20 0.43
H 0.2306 1.7247 -4.5081 -0.62 -0.08 0.28
H -1.8722 0.5462 -5.9517 -0.10 0.39 0.72
H -3.9783 -0.4463 -5.8086 0.54 0.44 1.34
H -4.3459 0.3550 -4.2310 1.25 -0.32 -0.45
H -2.0840 -1.6908 -4.0197 -1.38 0.07 0.11
H -3.6621 -1.7209 -3.1090 0.39 -0.08 -1.25
H -3.7809 -3.5951 -4.4190 0.16 0.24 -0.71
H -2.9192 -2.9002 -5.6966 -0.80 -0.51 0.40
H -4.8857 -0.7729 -1.6334 0.51 1.18 -0.13
H -5.0392 0.9745 -2.3461 0.47 -1.07 0.93
H -4.9164 0.7112 -0.5616 0.27 -0.54 -1.19
H -1.3275 0.2532 0.4504 -0.92 1.10 -0.53
H -2.0264 2.0084 0.3547 -0.05 -1.28 -0.03
H -3.0703 0.5779 0.8175 0.95 0.50 -1.05
C 3.8471 1.4585 3.9754 -0.09 0.16 -0.06
S 3.3952 0.6202 2.4464 0.12 -0.17 0.37
O 2.0738 1.1733 2.0047 0.11 0.07 0.46
C 3.0826 -0.9869 3.2002 -0.17 -0.04 -0.11
H 4.0515 2.5054 3.7493 0.00 -0.08 -0.09
H 3.0262 1.3957 4.6909 0.10 -0.08 -0.05
H 4.7433 0.9976 4.3921 -0.06 -0.03 -0.03
H 2.3093 -0.8938 3.9648 0.04 0.13 -0.01
H 4.0049 -1.3661 3.6422 0.00 0.05 -0.07
H 2.7450 -1.6749 2.4235 0.10 0.03 0.00
C 4.0432 -6.5693 0.9800 -0.08 -0.08 0.00
S 4.3053 -4.7871 0.8909 -0.05 0.00 0.03
O 3.1564 -4.1308 1.5801 0.11 -0.12 -0.18
C 4.0203 -4.6490 -0.8850 -0.07 0.00 -0.11
H 4.1358 -6.8799 2.0206 0.02 0.12 -0.04
H 3.0454 -6.8169 0.6143 0.02 0.09 0.01
H 4.8002 -7.0785 0.3816 0.01 0.07 0.03
H 3.0239 -5.0194 -1.1315 0.01 0.00 0.10
H 4.7781 -5.2229 -1.4207 0.01 0.02 0.07
H 4.0966 -3.5985 -1.1659 0.01 -0.04 0.12
C 0.6540 -0.2525 8.3723 0.00 -0.03 0.10
S 1.2902 0.4987 6.8614 -0.02 0.02 0.14
O 2.6865 0.9442 7.1365 -0.26 -0.02 -0.04
C 0.2339 1.9594 6.9240 -0.03 0.11 0.04
H 1.2038 -1.1753 8.5567 0.02 0.08 -0.10
H 0.7946 0.4284 9.2131 0.05 0.03 -0.09
H -0.4054 -0.4813 8.2465 0.05 0.01 -0.06
H 0.4010 2.4992 7.8574 0.06 -0.07 -0.02
H -0.8114 1.6560 6.8469 0.05 -0.04 -0.02
H 0.4862 2.6041 6.0819 0.05 -0.11 0.02
```
Forces are in eV/Å.

Number 1: orbital gap 0.2293 Ha. Number 2: orbital gap 0.3122 Ha. Number 3: orbital gap 0.2752 Ha.